Arrangement 1

{
  "formula": "C5H5NO",
  "method": "wB97M-V/def2-TZVPD",
  "symbols": ["N", "H", "C", "C", "H", "H", "H", "H", "C", "O", "C", "C"],
  "xyz": [[1.8310, 0.1437, -1.1580], [-0.4922, 1.3751, 0.7309], [1.2086, -0.0116, 0.2481], [-0.6046, 0.5018, -1.3387], [-1.4954, 0.2731, -1.8939], [1.3319, -1.0406, 0.6001], [-1.5401, -1.4563, 0.2209], [1.7625, 0.6880, 0.8730], [-1.1433, -0.6514, 0.8742], [-1.2847, -0.6841, 2.0708], [0.6794, 0.2874, -1.5809], [-0.3459, 0.4373, 0.1818]],
  "lowdin_charge": [0.088, 0.139, -0.086, -0.047, 0.089, 0.118, 0.135, 0.121, -0.241, 0.068, -0.140, -0.244],
  "orbital_gap_ev": 8.0,
  "lumo_ev": -0.2,
  "homo_ha": -0.30371,
  "charge": 0
}

=====

Arrangement 2

{
  "formula": "C5H5NO",
  "method": "wB97M-V/def2-TZVPD",
  "symbols": ["O", "N", "H", "C", "H", "H", "C", "C", "H", "C", "C", "H"],
  "xyz": [[-1.0760, -0.3113, -1.1618], [1.0431, -0.1518, 0.7410], [-0.6816, 1.7292, -1.2116], [0.1025, -1.2155, 0.6816], [0.0040, -1.7162, 1.6353], [1.9366, 1.1868, -0.8230], [-0.7659, -1.3469, -0.3278], [-0.3582, 0.8061, -0.7377], [-1.3897, -2.2095, -0.4682], [0.1395, 0.9637, 0.6549], [1.0831, 0.6436, -0.4712], [-0.0345, 1.6385, 1.4700]],
  "lowdin_charge": [-0.016, -0.007, 0.158, -0.104, 0.113, 0.129, -0.120, -0.224, 0.113, -0.118, -0.062, 0.137],
  "orbital_gap_ev": 9.3,
  "lumo_ev": 1.0,
  "homo_ha": -0.30475,
  "charge": 0
}

=====

It is arrangement 2 that is most stable; the runner-up trails by 5.4 kcal/mol.

=====

Arrangement 1

{
  "formula": "C3H4N4O",
  "method": "wB97M-V/def2-TZVPD",
  "symbols": ["C", "H", "C", "H", "H", "O", "N", "N", "N", "H", "C", "N"],
  "xyz": [[1.3520, 1.2020, 0.1309], [2.8152, -0.2262, 0.7921], [-0.1073, -0.6323, -0.2335], [1.3989, -2.0287, -0.6002], [1.9059, 1.9621, -0.7668], [-2.0930, -0.0317, 0.0899], [1.0285, -1.2758, 0.1339], [-1.3969, 1.2215, -0.0139], [2.0500, -0.1043, -0.0943], [1.2854, 1.7476, 1.2507], [-0.1207, 0.6756, -0.3148], [-1.3109, -1.0805, 0.1328]],
  "lowdin_charge": [-0.156, 0.177, -0.446, 0.178, 0.166, -0.108, 0.035, 0.176, -0.099, 0.154, -0.207, 0.130],
  "orbital_gap_ev": 9.1,
  "lumo_ev": -0.1,
  "homo_ha": -0.33974,
  "charge": 0
}

=====

Arrangement 2

{
  "formula": "C3H4N4O",
  "method": "wB97M-V/def2-TZVPD",
  "symbols": ["N", "O", "N", "C", "C", "H", "H", "H", "C", "N", "H", "N"],
  "xyz": [[2.6436, -0.2165, -0.1865], [-0.7302, -1.6020, 0.0907], [0.3040, -0.5642, 0.3276], [-0.4940, 0.5640, 0.2191], [1.7298, -0.9898, 0.1716], [1.6369, -2.0154, -0.1525], [-2.6554, 0.9119, 0.0003], [2.1958, 0.7700, -0.2575], [-1.9263, 0.1273, -0.0409], [0.0151, 1.7735, 0.0463], [-0.7483, 2.3635, -0.0483], [-1.9710, -1.1221, -0.1698]],
  "lowdin_charge": [0.119, -0.084, 0.031, -0.343, -0.187, 0.118, 0.119, 0.082, -0.048, 0.115, -0.005, 0.084],
  "orbital_gap_ev": 9.3,
  "lumo_ev": 0.1,
  "homo_ha": -0.33853,
  "charge": 0
}

=====

Arrangement 3

{
  "formula": "C3H4N4O",
  "method": "wB97M-V/def2-TZVPD",
  "symbols": ["H", "H", "N", "N", "N", "H", "O", "H", "C", "N", "C", "C"],
  "xyz": [[1.1524, 1.1176, -2.2327], [0.9290, 1.0203, 1.8414], [0.2294, -0.6253, -1.6914], [-0.6490, -1.4259, 0.5877], [-1.7121, 0.7894, 1.1102], [-1.4846, 1.7230, 1.2919], [0.8548, 1.1274, -0.1130], [-0.1008, -2.7382, -0.6741], [-0.6635, -0.0566, 0.8904], [0.8681, 0.2986, 0.9561], [0.8391, 0.4148, -1.3243], [-0.2628, -1.6452, -0.6421]],
  "lowdin_charge": [0.168, 0.186, 0.105, 0.097, 0.148, 0.002, -0.143, 0.113, -0.364, -0.002, -0.212, -0.099],
  "orbital_gap_ev": 9.8,
  "lumo_ev": 0.1,
  "homo_ha": -0.35943,
  "charge": 0
}

=====

Arrangement 4

{
  "formula": "C3H4N4O",
  "method": "wB97M-V/def2-TZVPD",
  "symbols": ["C", "H", "O", "N", "C", "H", "N", "C", "N", "H", "H", "N"],
  "xyz": [[-1.2418, 0.8972, 0.1257], [0.9856, 1.8618, -0.0300], [1.4681, -1.6180, 0.0931], [1.3395, 0.8621, -0.3052], [0.0287, 0.3753, -0.0591], [-1.4460, 1.9390, 0.3738], [-2.3304, 0.1358, -0.0151], [0.1886, -1.1076, 0.0616], [-2.2076, -1.2088, -0.2076], [2.0074, -0.8014, -0.3755], [2.0912, 0.5165, 0.4072], [-0.8834, -1.8520, -0.0689]],
  "lowdin_charge": [-0.127, 0.147, 0.017, 0.040, -0.238, 0.110, -0.004, -0.353, 0.022, 0.152, 0.143, 0.094],
  "orbital_gap_ev": 9.5,
  "lumo_ev": -0.3,
  "homo_ha": -0.35991,
  "charge": 0
}

=====

It is arrangement 4 that is most stable; the runner-up trails by 20.5 kcal/mol.

=====

Arrangement 1

{
  "formula": "C3H4N4O",
  "method": "wB97M-V/def2-TZVPD",
  "symbols": ["N", "N", "H", "H", "H", "C", "C", "H", "C", "O", "N", "N"],
  "xyz": [[-2.0168, -0.0749, -1.9504], [0.3746, 1.0076, 0.3112], [2.0801, 1.4286, 1.4296], [-0.8225, -1.8936, 0.3089], [0.2412, 2.0153, 0.2568], [1.4893, 0.5635, 1.0529], [-0.4670, 0.2266, -0.4145], [1.2002, -1.2932, 0.8685], [-0.9587, -1.0766, -0.3663], [-1.0936, 0.8455, -1.4275], [1.8944, -0.6200, 1.2597], [-1.9212, -1.1289, -1.3289]],
  "lowdin_charge": [0.026, 0.088, 0.124, 0.097, 0.153, -0.274, -0.318, 0.035, -0.065, 0.028, 0.100, 0.004],
  "orbital_gap_ev": 10.0,
  "lumo_ev": 0.5,
  "homo_ha": -0.34952,
  "charge": 0
}

=====

Arrangement 2

{
  "formula": "C3H4N4O",
  "method": "wB97M-V/def2-TZVPD",
  "symbols": ["H", "C", "N", "C", "H", "N", "N", "H", "C", "O", "N", "H"],
  "xyz": [[-1.9066, 1.9299, 2.2113], [-0.0853, -1.5855, -0.9742], [-0.5664, 1.3107, 0.9155], [-0.0697, 0.5330, 0.1168], [-0.8928, 0.0102, 2.4701], [0.8272, -1.1162, -1.7442], [-1.4068, 0.8656, 1.8484], [-0.8337, -2.3317, -1.1119], [1.5157, 0.1367, -1.4366], [-0.1932, -0.8688, 0.2894], [0.9872, 0.9509, -0.6513], [2.6244, 0.1651, -1.9333]],
  "lowdin_charge": [0.195, -0.084, -0.052, -0.469, 0.179, 0.078, -0.066, 0.121, -0.172, -0.023, 0.129, 0.163],
  "orbital_gap_ev": 8.2,
  "lumo_ev": 0.0,
  "homo_ha": -0.30397,
  "charge": 0
}

=====

Arrangement 3

{
  "formula": "C3H4N4O",
  "method": "wB97M-V/def2-TZVPD",
  "symbols": ["N", "N", "C", "N", "H", "H", "C", "O", "N", "C", "H", "H"],
  "xyz": [[-0.8768, 0.7245, -0.2301], [2.1459, -1.5249, -0.2501], [1.1810, -0.6961, 0.1066], [-2.1564, -1.2303, 0.1556], [0.5073, 2.5923, 0.0560], [3.0642, -0.9473, 0.0443], [0.3069, 1.4271, -0.1009], [0.0903, -1.2030, 0.0734], [1.5045, 0.7680, 0.3655], [-1.0854, -0.6470, 0.0551], [-2.9618, -0.6464, -0.0469], [-1.7195, 1.3831, -0.2286]],
  "lowdin_charge": [0.086, 0.116, -0.593, 0.209, 0.163, 0.093, -0.107, 0.157, 0.106, -0.485, 0.075, 0.180],
  "orbital_gap_ev": 9.1,
  "lumo_ev": 0.0,
  "homo_ha": -0.33505,
  "charge": 0
}

=====

It is arrangement 1 that is most stable; the runner-up trails by 27.0 kcal/mol.

=====

Arrangement 1

{
  "formula": "C3H9NO3",
  "method": "wB97M-V/def2-TZVPD",
  "symbols": ["H", "H", "H", "H", "H", "O", "H", "N", "H", "C", "C", "H", "H", "O", "O", "C"],
  "xyz": [[-0.1956, 1.8063, 0.5023], [-1.0083, -0.4470, 2.4151], [-1.1453, 1.6191, -0.9874], [-1.2633, -1.4650, 0.9693], [1.9284, -0.3672, -2.1821], [-1.5199, -1.1035, -0.2900], [1.2192, 1.0330, -1.7169], [1.0881, 0.0293, -1.7804], [-1.9317, 1.3387, 0.5618], [0.8375, -0.5227, -0.4805], [-0.6200, -0.2092, -0.1052], [1.4680, -0.3462, 1.3440], [0.9177, -1.6137, -0.5418], [1.7406, 0.0066, 0.4835], [-0.5248, -0.9948, 1.7835], [-0.9906, 1.2363, 0.0246]],
  "lowdin_charge": [0.091, 0.060, 0.101, 0.137, 0.087, -0.031, 0.085, 0.094, 0.094, -0.420, -0.392, 0.080, 0.157, -0.024, -0.121, 0.002],
  "orbital_gap_ev": 10.5,
  "lumo_ev": 0.7,
  "homo_ha": -0.36203,
  "charge": 0
}

=====

Arrangement 2

{
  "formula": "C3H9NO3",
  "method": "wB97M-V/def2-TZVPD",
  "symbols": ["C", "H", "O", "H", "H", "N", "H", "H", "H", "H", "O", "C", "C", "H", "H", "O"],
  "xyz": [[-1.6683, -0.8980, 0.5848], [0.7278, -1.1701, 0.9911], [-0.1692, 1.9830, -1.1343], [-2.2134, -0.4997, 1.4653], [-0.5213, 0.8825, 1.1369], [0.6841, -0.6815, 0.1217], [4.7138, -1.7441, 1.4016], [0.6901, -1.4203, -0.5844], [-1.3123, -1.8316, 1.0332], [-2.5189, -1.1771, -0.0287], [-2.1889, 0.9306, -1.3493], [-0.5559, 0.1147, 0.2388], [-1.0734, 0.9428, -0.8695], [-0.0347, 1.7467, -2.0330], [3.5745, -0.7602, 1.6675], [3.8446, -1.6902, 1.7804]],
  "lowdin_charge": [-0.079, 0.053, 0.074, 0.081, 0.194, 0.040, 0.018, 0.090, 0.072, 0.074, 0.131, -0.342, -0.461, 0.085, 0.040, -0.069],
  "orbital_gap_ev": 10.2,
  "lumo_ev": 0.5,
  "homo_ha": -0.35713,
  "charge": 0
}

=====

It is arrangement 2 that is most stable; the runner-up trails by 8.1 kcal/mol.

=====

Arrangement 1

{
  "formula": "C3H9NO3",
  "method": "wB97M-V/def2-TZVPD",
  "symbols": ["H", "O", "H", "H", "H", "H", "H", "C", "H", "H", "C", "N", "O", "C", "H", "O"],
  "xyz": [[0.6104, 2.6126, -0.5427], [0.0031, 0.6942, -2.0206], [0.4706, -1.6809, -0.0191], [1.2796, 0.6574, 0.7504], [-1.5829, 0.1926, 0.9698], [-0.9603, 2.4801, 0.0090], [-0.5563, 0.5099, 2.2410], [0.1055, 0.0781, -0.9898], [0.2725, 2.8072, 1.2340], [-0.2312, -1.4555, 1.4227], [0.0662, 2.2814, 0.3263], [-0.6657, 0.1131, 1.3338], [0.2509, -2.2976, 1.1868], [0.2794, 0.7694, 0.3696], [-0.4170, -2.9790, 1.1667], [0.1603, -1.2214, -0.9095]],
  "lowdin_charge": [0.077, 0.104, 0.033, 0.144, 0.098, 0.086, 0.095, -0.545, 0.071, 0.012, -0.053, 0.047, -0.027, -0.302, 0.078, 0.081],
  "orbital_gap_ev": 10.5,
  "lumo_ev": 0.5,
  "homo_ha": -0.36719,
  "charge": 0
}

=====

Arrangement 2

{
  "formula": "C3H9NO3",
  "method": "wB97M-V/def2-TZVPD",
  "symbols": ["O", "N", "H", "H", "O", "C", "H", "H", "H", "H", "C", "H", "H", "C", "H", "O"],
  "xyz": [[3.5102, 0.5407, 0.2456], [-0.4277, -0.2043, -2.2676], [-1.3715, 1.3920, 2.7538], [0.8919, -0.3536, -0.7557], [-1.7462, 0.6500, 2.2749], [-1.3233, -0.4160, 0.1422], [-0.2866, 0.7254, -2.5019], [3.6657, 1.3028, 0.7461], [-2.0977, 0.2538, -0.3268], [-0.1848, -1.8155, -0.8357], [-0.1944, -0.7635, -0.9349], [-1.1929, -0.5971, -2.7446], [3.0018, -0.0066, 0.7483], [-0.7731, 0.2294, 1.3867], [-1.7995, -1.4596, 0.3101], [0.3282, 0.5221, 1.7593]],
  "lowdin_charge": [0.006, -0.002, 0.105, 0.138, 0.056, -0.080, 0.042, 0.011, 0.130, 0.080, -0.239, 0.045, -0.033, -0.505, 0.146, 0.098],
  "orbital_gap_ev": 9.9,
  "lumo_ev": 0.7,
  "homo_ha": -0.33726,
  "charge": 0
}

=====

Arrangement 3

{
  "formula": "C3H9NO3",
  "method": "wB97M-V/def2-TZVPD",
  "symbols": ["H", "C", "H", "C", "O", "H", "C", "N", "H", "O", "H", "H", "H", "H", "H", "O"],
  "xyz": [[1.7150, 0.1770, 1.3914], [-0.0557, -0.8703, -0.6109], [-1.4318, 2.1081, -0.5826], [-0.5655, 1.4561, -0.6525], [1.0244, -0.8650, -1.4516], [1.3053, 0.0472, -1.6013], [0.7084, -0.2237, 1.2088], [-1.0079, 0.0927, -0.8288], [-0.1883, 1.1654, 2.2322], [-0.2676, 0.2090, 2.1510], [0.0286, -2.7553, -0.8519], [0.0654, 1.7738, -1.4854], [-1.8350, -0.1219, -0.2829], [0.8564, -1.2758, 1.4721], [0.2228, 1.1995, 0.3452], [-0.5744, -2.1168, -0.4530]],
  "lowdin_charge": [0.085, -0.571, 0.081, -0.087, 0.071, 0.105, -0.209, -0.038, 0.071, -0.114, 0.123, 0.066, 0.138, 0.077, 0.108, 0.092],
  "orbital_gap_ev": 8.7,
  "lumo_ev": 0.7,
  "homo_ha": -0.29252,
  "charge": 0
}

=====

It is arrangement 1 that is most stable; the runner-up trails by 23.3 kcal/mol.

=====

Arrangement 1

{
  "formula": "C3H9NO3",
  "method": "wB97M-V/def2-TZVPD",
  "symbols": ["H", "H", "C", "O", "C", "H", "H", "H", "H", "H", "H", "C", "O", "O", "H", "N"],
  "xyz": [[0.0427, 1.5967, 0.2160], [-2.5911, 2.3216, 0.3673], [2.2733, -0.9654, -0.0449], [-0.0698, -0.5214, 0.5874], [-0.6588, -1.2183, -0.3598], [-0.4189, -2.2620, -0.5455], [-1.8887, 0.2129, -0.5746], [2.0968, -2.0417, 0.0938], [-1.9964, 1.4785, 1.6359], [3.0427, -0.8356, -0.8086], [2.7332, -0.5963, 0.8743], [1.0193, -0.2278, -0.3942], [-1.8414, -0.8166, -0.7551], [-0.6097, 2.3037, 0.5132], [0.7440, -0.0765, -1.4423], [-1.8772, 1.6482, 0.6370]],
  "lowdin_charge": [0.058, 0.093, -0.114, -0.076, -0.349, 0.155, 0.129, 0.073, 0.098, 0.074, 0.073, -0.194, 0.062, -0.140, 0.104, -0.046],
  "orbital_gap_ev": 8.4,
  "lumo_ev": 0.9,
  "homo_ha": -0.27736,
  "charge": 0
}

=====

Arrangement 2

{
  "formula": "C3H9NO3",
  "method": "wB97M-V/def2-TZVPD",
  "symbols": ["H", "C", "H", "H", "H", "H", "O", "C", "H", "H", "O", "O", "H", "C", "N", "H"],
  "xyz": [[-0.3998, 0.0410, -0.0273], [1.7596, 1.0647, 1.1960], [2.7411, 1.4999, 1.0604], [-1.5470, -2.8428, -0.7809], [-2.3695, 2.5410, -1.6681], [1.0194, 1.8216, 0.9326], [-3.3193, 2.4561, -1.8138], [0.0637, -1.9071, -0.3753], [-0.0066, -0.8538, 1.4532], [-3.3888, 1.6041, -2.2574], [0.7394, -2.3510, -1.2525], [-1.1390, -2.4241, -0.0080], [1.5980, 0.8428, 2.2614], [0.3139, -0.6524, 0.4231], [1.6268, -0.0729, 0.2828], [2.3080, -0.7670, 0.5739]],
  "lowdin_charge": [0.133, -0.136, 0.074, 0.126, 0.029, 0.076, -0.061, -0.520, 0.131, 0.031, 0.130, 0.082, 0.079, -0.181, -0.105, 0.112],
  "orbital_gap_ev": 9.9,
  "lumo_ev": 0.3,
  "homo_ha": -0.35185,
  "charge": 0
}

=====

It is arrangement 2 that is most stable; the runner-up trails by 113.2 kcal/mol.